(1)
DFT (ωB97M-V/def2-TZVPD) results for a structure of composition C18H39NOP2PtSi at a distorted geometry.

Summary:
Orbital gap (spin up / spin down) ... 3.437 / 5.811 eV
<S²> ... 6.07
Spin multiplicity ... 5
LUMO energy (spin up / spin down) ... 0.0171 / -0.0375 Eh
Largest force on an atom ... 5.44 eV Å⁻¹

```
63
Properties=species:S:1:pos:R:3:forces:R:3:lowdin_charge:R:1
Pt 0.19645 -0.07349 0.02324 -1.3 1.2 -0.3 0.75
Si 1.55700 0.72951 -1.78476 0.0 0.5 -0.8 0.41
P 0.63762 1.87791 1.18322 -0.2 0.1 -0.5 0.61
P -0.44868 -1.84205 -1.32037 -0.1 0.5 -0.4 0.60
H -1.29913 0.08933 0.71249 0.2 -0.3 -0.1 -0.04
C -0.37873 2.18539 2.64858 0.0 0.1 0.3 -0.25
H -0.04999 3.12224 3.12418 -0.1 -0.3 -0.1 0.05
H -0.27598 1.35510 3.35672 0.0 0.2 -0.1 0.05
H -1.43424 2.27094 2.35980 0.3 0.0 0.0 0.03
C 0.40700 3.41385 0.23502 0.1 0.1 0.2 -0.24
H 0.62360 4.25544 0.90647 0.0 -0.1 -0.2 0.05
H -0.62701 3.48088 -0.12392 0.2 -0.2 0.1 0.04
H 1.07863 3.44971 -0.62845 -0.1 0.0 0.2 0.03
C 2.35217 1.92279 1.78486 0.0 0.3 0.2 -0.26
H 2.51215 2.86508 2.32670 0.1 -0.2 -0.1 0.05
H 3.05414 1.86057 0.94635 -0.2 0.0 0.1 0.02
H 2.53409 1.07820 2.46082 -0.1 0.2 -0.1 0.04
C -1.87124 -2.80717 -0.75603 -0.1 -0.3 0.0 -0.25
H -2.05094 -3.61447 -1.48152 0.0 0.1 0.2 0.05
H -2.74900 -2.14986 -0.71367 0.2 -0.1 0.0 0.06
H -1.69796 -3.22994 0.23822 -0.1 0.1 -0.3 0.02
C -1.01650 -1.35550 -2.97730 0.0 -0.2 -0.1 -0.25
H -1.34667 -2.26458 -3.49843 0.1 0.2 0.0 0.05
H -0.22088 -0.86711 -3.54708 -0.1 -0.1 0.1 0.03
H -1.84856 -0.64906 -2.86841 0.2 -0.1 0.1 0.05
C 0.88853 -3.05253 -1.57432 -0.2 -0.2 -0.1 -0.25
H 0.50739 -3.87695 -2.19307 0.2 0.1 0.1 0.05
H 1.22445 -3.44410 -0.60658 -0.1 0.1 -0.2 0.04
H 1.74015 -2.57923 -2.07471 -0.2 0.0 0.1 0.02
C 0.79512 1.83958 -3.11797 0.2 -0.1 0.2 -0.31
H 0.39676 2.75891 -2.67938 -0.1 -0.2 -0.2 0.01
H -0.01124 1.32021 -3.64366 0.1 0.3 0.2 0.00
H 1.58676 2.09697 -3.83565 -0.1 -0.1 0.1 0.02
H 2.71112 1.52031 -1.26770 0.2 -0.1 0.1 -0.08
H 2.12363 -0.41359 -2.55650 0.2 -0.1 0.1 -0.08
C -2.72415 1.95202 -1.37384 -4.2 1.3 1.3 -0.64
O -1.61901 1.43719 -1.59915 4.9 -2.2 -1.1 -0.22
C -3.24624 2.12361 0.02277 0.1 -0.2 -0.8 -0.11
H -4.33360 2.20075 -0.01955 -0.1 0.1 0.3 0.06
H -2.84180 3.04552 0.46279 -0.1 0.2 0.6 0.05
H -2.95922 1.26134 0.63668 -0.1 0.1 0.2 0.02
C -3.60226 2.47016 -2.47556 0.3 -0.2 0.4 -0.09
H -4.56192 1.94305 -2.42544 -0.3 0.2 -0.3 0.06
H -3.14064 2.30706 -3.45078 -0.1 0.1 0.0 0.06
H -3.79592 3.53798 -2.32311 -0.2 0.2 -0.3 0.06
C 4.16645 -1.30338 1.59267 0.5 0.3 -0.4 -0.05
C 3.17414 -2.04966 2.40853 -0.4 -0.6 0.6 -0.22
C 3.51951 -2.86661 3.47238 0.0 0.1 -0.1 -0.05
C 2.54236 -3.55929 4.20503 -0.1 -0.1 0.0 -0.07
C 1.18960 -3.43326 3.86808 0.2 0.2 -0.2 -0.05
C 0.78260 -2.60785 2.82660 0.5 -0.3 0.5 -0.21
C -0.66160 -2.48234 2.52215 -0.8 0.2 -0.3 -0.08
C 1.78091 -1.90922 2.07036 0.4 -0.2 0.4 -0.32
N 1.48175 -1.12456 1.06924 0.0 -0.3 0.0 -0.10
H 3.63116 -0.74474 0.81555 0.3 -0.1 0.1 0.05
H 4.88129 -1.97684 1.09679 -0.2 0.1 0.2 0.09
H 4.74656 -0.59089 2.19970 -0.1 -0.2 -0.1 0.09
H 4.57942 -2.96239 3.71571 -0.3 -0.1 0.1 0.12
H 2.82993 -4.20003 5.04313 0.0 0.2 -0.3 0.11
H 0.40564 -3.96434 4.41124 0.4 0.1 0.0 0.12
H -1.09057 -3.45660 2.24987 0.1 0.1 0.2 0.08
H -1.22366 -2.10534 3.38716 0.1 -0.1 -0.1 0.10
H -0.85782 -1.78455 1.69514 0.1 -0.3 0.5 -0.02
```
Forces are in eV/Å.

=====

(2)
DFT (ωB97M-V/def2-TZVPD) results for a structure of composition Br2ClHSi at a distorted geometry.

Summary:
Orbital gap (spin up / spin down) ... 7.491 / 6.683 eV
<S²> ... 2.00
Spin multiplicity ... 3
LUMO energy (spin up / spin down) ... 0.0195 / -0.1553 Eh
Largest force on an atom ... 1.97 eV Å⁻¹

```
5
Properties=species:S:1:pos:R:3:forces:R:3:lowdin_charge:R:1
Si -0.51871 -0.66192 1.09267 1.4 1.4 -0.1 -0.44
Cl -1.59036 -2.28796 0.74880 -1.4 -1.3 -0.1 0.20
Br -1.12159 0.92756 2.59054 -0.3 -0.3 -0.5 0.16
Br 1.94075 -1.81152 2.36198 0.7 -0.3 0.4 0.18
H -0.22964 -0.17767 -0.28942 -0.3 0.4 0.2 -0.11
```
Forces are in eV/Å.

=====

(3)
DFT (ωB97M-V/def2-TZVPD) results for a cluster of 2 separate species, CHClF2OS in total at a distorted geometry.

Summary:
Orbital gap (spin up / spin down) ... 7.290 / 9.096 eV
LUMO energy (spin up / spin down) ... -0.0498 / -0.0044 Eh
Largest force on an atom ... 3.19 eV Å⁻¹

```
7
Properties=species:S:1:pos:R:3:forces:R:3:lowdin_charge:R:1
C 1.17556 -0.49985 -0.20168 -1.9 1.8 1.8 -0.30
O -1.51591 1.98378 0.14984 0.2 1.7 0.4 -0.60
F 1.30061 -1.70035 -0.67028 0.7 -0.4 -0.6 0.10
F 1.74796 0.50444 -0.85526 0.4 -0.9 -0.1 0.05
S -1.58753 0.67962 -0.43889 0.0 -1.9 0.0 0.52
Cl -2.16816 -0.60778 1.11515 0.1 0.1 -0.4 0.10
H 1.04746 -0.35985 0.90111 0.5 -0.3 -1.1 0.13
```
Forces are in eV/Å.

=====

(4)
DFT (ωB97M-V/def2-TZVPD) results for a structure of composition C32H42Br48Cl3FI2N3O at a distorted geometry.

Summary:
Orbital gap ... 7.243 eV
Net charge ... +1
LUMO energy ... -0.1400 Eh
Largest force on an atom ... 7.88 eV Å⁻¹

```
132
Properties=species:S:1:pos:R:3:forces:R:3:lowdin_charge:R:1
C 2.35852 -0.31282 1.70006 -0.4 -0.2 0.0 -0.04
C 1.02740 0.30861 2.14920 -0.2 0.2 0.1 -0.39
C 0.12457 -0.66566 2.91979 0.5 0.5 0.2 -0.06
C 0.30013 1.02803 1.00681 1.1 -0.4 -0.1 -0.15
C 0.07001 0.12908 -0.22284 -0.6 1.0 0.4 -0.13
C -1.37581 -0.10464 -0.61907 -1.3 -2.0 -0.7 -0.43
C -1.53439 -1.52674 -1.25039 0.4 0.3 -0.4 -0.66
I -1.39259 -3.07624 0.27182 -0.1 0.2 -0.1 1.05
C -0.61674 -1.79013 -2.45428 0.0 -1.2 0.0 -0.76
C -0.24262 -3.26427 -2.64922 0.1 0.6 -0.9 -0.26
I -1.54356 -1.22085 -4.34127 0.1 0.0 0.2 0.92
C -2.50552 0.01997 0.43288 -0.5 -0.1 1.0 -0.11
N -3.41859 1.07378 -0.03385 -0.5 -0.3 0.1 0.01
C -3.28337 2.39769 0.59520 -1.5 0.2 0.2 -0.10
C -3.10371 3.53324 -0.38400 -5.2 0.1 4.0 -0.81
O -2.22392 3.68114 -1.06066 6.3 0.5 -4.7 0.12
Cl -4.38964 4.76505 -0.42228 -0.2 -0.1 0.3 0.69
C -3.20836 0.98981 -1.41580 2.5 1.3 3.0 -0.30
N -4.15739 1.04823 -2.22496 -1.5 0.2 -1.1 0.04
F -3.83121 0.96324 -3.51176 0.0 0.1 -0.4 0.03
C -5.59290 1.18424 -1.86702 -1.4 -0.4 -1.7 -0.61
Cl -6.48232 1.33446 -3.41089 0.3 0.3 0.1 0.74
C -6.11752 -0.04712 -1.10750 -0.1 -0.2 0.1 -0.75
C -5.55512 -1.36464 -1.61982 0.1 0.3 0.3 -0.09
Cl -7.90328 -0.09280 -1.16715 0.1 0.2 0.2 0.64
N -1.89660 0.80102 -1.69408 2.0 -0.8 -0.6 0.15
H 2.47545 -0.37028 0.62599 0.0 0.0 -0.3 0.07
H 3.21721 0.21241 2.08965 0.2 0.3 0.1 0.08
H 2.40470 -1.32458 2.07527 0.2 -0.4 0.0 0.07
H 1.28098 1.09479 2.84474 0.1 0.3 0.3 0.12
H 0.72792 -1.46526 3.31946 0.0 -0.5 0.1 0.07
H -0.68427 -1.07109 2.33427 -0.1 -0.3 -0.2 -0.01
H -0.28528 -0.16329 3.78565 -0.4 0.2 0.2 0.08
H -0.58722 1.52641 1.37325 -0.3 0.0 0.1 0.09
H 0.98105 1.81528 0.71134 0.0 0.4 -0.2 0.12
H 0.61619 0.57736 -1.04349 -0.1 0.0 -0.5 0.13
H 0.51367 -0.84447 -0.08971 0.2 -0.3 0.3 0.09
H -2.54992 -1.59278 -1.61712 -0.4 -0.3 0.1 0.03
H 0.31684 -1.25517 -2.42415 0.1 0.6 0.1 0.07
H 0.25010 -3.34115 -3.60802 0.2 -0.1 -0.3 0.05
H -1.12042 -3.88528 -2.72062 -0.2 -0.4 0.3 0.06
H 0.47424 -3.60084 -1.91762 0.0 -0.2 0.5 0.04
H -2.18231 0.14668 1.45344 0.2 0.6 0.2 0.12
H -3.16566 -0.82984 0.53522 0.3 -0.7 -0.5 0.08
H -2.49100 2.42107 1.32904 0.5 -0.1 -0.1 0.13
H -4.19279 2.59920 1.13720 -0.3 0.0 0.3 0.03
H -5.73959 2.12869 -1.37651 0.1 0.2 0.4 0.02
H -5.89395 0.09961 -0.06640 0.2 0.0 0.4 0.06
H -4.71307 -1.68424 -1.01893 0.4 0.0 0.1 0.06
H -6.29571 -2.13157 -1.49767 -0.3 -0.3 -0.1 0.08
H -5.26221 -1.29795 -2.65670 0.0 -0.1 -0.4 0.08
H -1.29271 1.61269 -1.61261 -0.6 0.7 -0.8 0.15
C -0.34084 -6.93013 2.02163 -0.1 0.1 -0.1 -1.64
Br -0.78706 -5.55378 3.30040 0.0 0.0 -0.1 0.54
Br -1.90628 -7.62918 1.15016 0.1 0.1 0.0 0.58
Br 0.98075 -6.33557 0.74772 -0.1 0.0 0.1 0.54
H 0.10227 -7.74064 2.57468 0.1 0.0 0.1 -0.12
C 2.75720 -9.78226 0.57299 -0.1 0.0 0.0 -1.62
Br 1.61247 -9.99378 -0.96485 0.0 0.0 0.1 0.57
Br 1.74503 -9.67314 2.20656 0.3 -0.2 0.1 0.56
Br 4.09850 -11.15769 0.66425 -0.2 -0.1 -0.2 0.58
H 3.27298 -8.84106 0.45758 0.0 0.1 0.0 -0.09
C 4.79715 -7.96807 4.47807 0.0 0.1 0.0 -1.58
Br 4.27524 -6.14496 4.16782 -0.2 -0.1 0.0 0.54
Br 3.47811 -8.92284 5.50383 0.0 0.0 0.0 0.56
Br 5.22921 -8.88778 2.83986 0.1 0.2 0.3 0.57
H 5.69699 -7.93444 5.07245 0.1 0.0 0.0 -0.03
C 7.10077 -6.22548 0.61188 0.1 0.0 0.0 -1.61
Br 6.83858 -4.80070 1.88408 0.0 0.0 -0.2 0.54
Br 5.44408 -6.77481 -0.20838 0.0 0.1 -0.1 0.56
Br 8.42867 -5.77017 -0.70443 -0.3 -0.1 0.1 0.56
H 7.47560 -7.07474 1.16305 0.0 -0.1 0.1 -0.04
C -8.66111 3.11116 1.35956 -0.3 -0.1 0.0 -1.59
Br -6.81749 2.70403 0.92505 -0.3 0.1 0.3 0.66
Br -9.75999 3.16055 -0.21635 0.1 0.0 0.1 0.60
Br -9.35406 1.90639 2.68621 0.1 0.0 -0.1 0.61
H -8.66869 4.10148 1.78771 0.1 0.1 0.0 -0.03
C 11.28479 -3.95048 -3.12597 0.0 0.1 0.0 -1.62
Br 11.64751 -4.17088 -1.24579 0.0 0.0 -0.1 0.56
Br 10.03855 -5.27311 -3.77656 0.1 0.0 0.0 0.53
Br 10.70326 -2.16113 -3.53623 0.0 -0.1 0.0 0.58
H 12.21516 -4.10915 -3.64788 0.1 0.0 0.0 -0.03
C -3.01366 8.64468 0.78269 0.0 0.0 0.0 -1.68
Br -4.85392 8.75943 0.23163 0.0 0.0 0.0 0.57
Br -2.14524 10.35693 0.75145 0.0 -0.1 0.1 0.59
Br -2.83355 7.77945 2.49850 0.0 0.0 -0.1 0.60
H -2.51130 8.01536 0.05321 -0.1 0.2 0.5 -0.18
C -1.60228 12.63507 -2.71280 0.0 0.0 0.0 -1.62
Br -2.16854 14.46994 -2.57980 0.1 -0.2 0.2 0.57
Br -3.10478 11.44770 -2.92105 0.0 0.0 -0.1 0.55
Br -0.28883 12.38645 -4.10206 0.0 0.0 0.1 0.58
H -1.12458 12.38050 -1.77928 0.0 0.0 0.0 -0.05
C 6.32926 -2.42649 6.75071 -0.1 0.0 0.0 -1.64
Br 5.84324 -0.58233 6.49620 0.0 -0.1 0.0 0.57
Br 5.00352 -3.38030 7.77104 0.0 0.0 -0.1 0.57
Br 6.70647 -3.31178 5.07926 0.0 0.1 0.1 0.53
H 7.24173 -2.43588 7.32572 0.1 0.0 0.0 -0.03
C -1.73615 -12.28452 2.75143 0.0 -0.1 0.0 -1.61
Br -3.41166 -11.35403 2.95522 0.1 0.0 0.1 0.57
Br -0.83902 -11.77112 1.12883 -0.2 -0.1 0.0 0.54
Br -0.59773 -12.08529 4.29278 0.0 0.1 -0.1 0.55
H -1.96076 -13.33667 2.67522 -0.1 0.0 0.0 -0.03
C 1.00224 11.14440 -7.63525 -0.1 0.0 -0.1 -1.64
Br 1.78413 9.58079 -6.82365 0.0 0.1 0.0 0.55
Br 2.16190 12.67384 -7.47898 0.1 -0.2 0.0 0.54
Br 0.48734 10.82071 -9.46061 0.1 0.0 0.1 0.59
H 0.10017 11.37157 -7.08639 0.0 0.0 0.0 -0.06
C -4.96710 8.13000 5.70338 -0.1 0.1 0.1 -1.66
Br -5.10351 10.00622 6.10381 0.0 -0.1 0.0 0.58
Br -4.18218 7.14333 7.16037 0.0 0.0 -0.1 0.57
Br -6.66606 7.38810 5.17428 0.1 0.0 0.0 0.55
H -4.30400 8.03220 4.85988 0.0 0.0 -0.1 -0.12
C -1.09891 16.57678 -6.15725 0.0 0.0 -0.1 -1.63
Br -2.82668 15.80403 -5.79982 0.0 0.1 -0.3 0.54
Br 0.14149 15.26108 -6.82291 -0.2 0.1 0.0 0.52
Br -1.22471 18.10078 -7.32875 0.0 -0.1 0.0 0.58
H -0.70990 16.93231 -5.21572 0.0 0.0 0.1 -0.03
C 8.74343 -8.36009 -6.45493 0.0 -0.1 0.0 -1.65
Br 7.44838 -8.03769 -7.84336 0.0 0.0 0.1 0.57
Br 7.93032 -8.34838 -4.70668 0.0 0.0 0.0 0.54
Br 9.73699 -9.97897 -6.76538 -0.1 0.1 0.0 0.58
H 9.44858 -7.54394 -6.48224 0.0 0.0 0.0 -0.04
C 0.14222 -8.97945 7.71515 -0.1 -0.1 -0.1 -1.62
Br -1.10136 -8.86263 6.24689 0.0 0.2 0.1 0.54
Br -0.73794 -8.92420 9.42456 0.0 0.0 -0.1 0.60
Br 1.23244 -10.56065 7.50811 0.0 0.0 0.2 0.53
H 0.79329 -8.12004 7.66551 0.1 0.0 -0.1 -0.03
C -0.10624 6.77701 -2.26066 0.1 0.0 0.0 -1.61
Br -1.75312 7.76723 -2.12062 0.2 -0.1 -0.6 0.65
Br 0.81634 7.18330 -3.89664 -0.1 0.0 0.1 0.59
Br 1.01148 7.03914 -0.71345 -0.1 0.0 0.0 0.59
H -0.36623 5.73046 -2.29048 0.0 0.0 0.0 -0.05
```
Forces are in eV/Å.

=====

Energy above the lowest of the compared OMol25 structures with the same formula, charge and spin for the records above, in order: 97.29, 23.56, 165.90, 122.30 kJ/mol
Total energy for the records above, in order: -1930.58741, -5898.28291, -1171.94697, -127111.97280 Eh